Version one
20
Properties=species:S:1:pos:R:3 method="wB97M-V/def2-TZVPD" smiles=CC(C)O.CC orbital_gap_ha=0.4100 multiplicity=1 e_homo_ev=-10.309
C 0.53603 -1.96563 -2.09041
C 0.54226 -0.60515 -1.43580
C 1.80228 -0.11127 -0.76347
O 0.17828 0.40338 -2.41818
H 0.93085 -1.95610 -3.10736
H -0.49182 -2.31891 -2.20353
H 1.09945 -2.69125 -1.50118
H -0.24244 -0.56848 -0.67445
H 2.71194 -0.22540 -1.36106
H 1.70218 0.96659 -0.62885
H 1.98953 -0.56240 0.21106
H -0.77841 0.51000 -2.39999
C -0.89463 0.59509 1.87804
C -1.59775 1.63640 2.74363
H 0.17551 0.80776 1.86092
H -1.01913 -0.43774 2.20232
H -1.24934 0.67268 0.85117
H -2.59790 1.35552 3.07802
H -1.75225 2.53339 2.13551
H -1.04463 1.96152 3.62361



Version two
20
Properties=species:S:1:pos:R:3 method="wB97M-V/def2-TZVPD" smiles=CC(C)O.CC orbital_gap_ha=0.4057 multiplicity=1 e_homo_ev=-10.074
C 0.64721 0.03799 -1.86355
C 0.10931 -1.35892 -1.61728
C -0.68989 -1.54093 -0.34959
O -0.85369 -1.61206 -2.72337
H 0.69536 0.64210 -0.96232
H -0.05062 0.57234 -2.51392
H 1.55219 0.02617 -2.46960
H 0.88954 -2.10006 -1.80587
H -1.15178 -0.58213 -0.08538
H -1.49702 -2.25933 -0.31660
H 0.15993 -1.68201 0.33507
H -0.45753 -2.10815 -3.43114
C 0.58796 0.91499 2.03790
C -0.41942 1.99774 2.46216
H 0.96685 0.19855 2.76256
H 0.21087 0.57577 1.09492
H 1.54246 1.40706 1.81003
H -0.26216 3.06292 2.26311
H -0.64965 1.88788 3.51866
H -1.32992 1.92009 1.85421



Version three
20
Properties=species:S:1:pos:R:3 method="wB97M-V/def2-TZVPD" smiles=CCCCC.O orbital_gap_ha=0.4325 multiplicity=1 e_homo_ev=-10.923
C -2.13137 0.37514 -2.01762
C -2.05990 0.29637 -0.50730
C -0.72668 -0.29134 -0.00013
C 0.57068 0.18263 -0.69373
C 1.53137 0.97431 0.23079
H -1.48443 1.14076 -2.42342
H -3.10292 0.69686 -2.39417
H -1.89291 -0.59026 -2.46083
H -2.90264 -0.32060 -0.18432
H -2.14940 1.27332 -0.03943
H -0.64289 -0.01307 1.05290
H -0.72827 -1.37628 -0.07015
H 1.01040 -0.75835 -1.02264
H 0.45031 0.79289 -1.58886
H 1.70233 2.02061 -0.04530
H 1.07236 0.98931 1.21893
H 2.53530 0.53994 0.22975
O 3.19316 -2.18512 3.32375
H 2.28338 -1.89419 3.21815
H 3.47211 -1.85293 4.17362



Most stable structure, least stable structure: version one, version two.



Version one
12
Properties=species:S:1:pos:R:3 method="wB97M-V/def2-TZVPD" orbital_gap_ha="0.2826 / 0.2825" multiplicity=1 e_homo_ev="-8.056 / -8.055"
C 2.40765 1.01794 0.39638
C 1.07607 0.69056 0.21670
C -0.06817 0.60744 -0.38688
C -0.90713 -0.53403 -0.68818
C -2.20738 -0.63735 0.00867
O -2.15659 -0.28310 -1.34585
H 2.82127 1.11490 1.39575
H 1.47998 -0.14667 0.93410
H 3.09660 1.11186 -0.44277
H -0.44825 -1.46960 -1.01926
H -2.49428 0.15752 0.69630
H -2.59978 -1.62947 0.23503



Version two
12
Properties=species:S:1:pos:R:3 method="wB97M-V/def2-TZVPD" smiles="C#CCC(C)=O" orbital_gap_ha=0.3893 multiplicity=1 e_homo_ev=-9.819
C 1.00425 0.85088 2.74238
C 0.62044 0.75866 1.60784
C 0.16064 0.63154 0.10418
C -0.40526 -0.71450 -0.14286
C -0.57347 -0.73840 -1.75415
O -0.77463 -1.57064 0.58800
H 1.34906 0.90706 3.73510
H 1.04625 0.82589 -0.49956
H -0.61047 1.39231 -0.02769
H -1.35620 -1.45871 -1.97794
H -0.83497 0.20831 -2.21893
H 0.37436 -1.09241 -2.15637



Most stable structure, least stable structure: version two, version one.



Version one
12
Properties=species:S:1:pos:R:3 method="wB97M-V/def2-TZVPD" smiles="C#C[C@@H](C)C=O" orbital_gap_ha=0.3777 multiplicity=1 e_homo_ev=-9.568
C -1.82215 -0.19744 1.28944
C -0.94942 0.27145 0.60273
C 0.33260 0.56150 -0.10677
C 1.15757 -0.70628 0.21268
C -0.27218 0.70462 -1.48508
O -1.37954 0.23410 -1.60640
H -2.13441 -0.52518 2.24565
H 0.93174 1.44961 0.18286
H 1.14438 -0.80792 1.30384
H 0.64024 -1.57556 -0.19864
H 2.19621 -0.68759 -0.12317
H 0.15495 1.27870 -2.31715



Version two
12
Properties=species:S:1:pos:R:3 method="wB97M-V/def2-TZVPD" orbital_gap_ha=0.3444 multiplicity=1 e_homo_ev=-8.407
O 1.93682 1.31570 -0.09291
C 1.03261 0.41834 0.07295
C 0.59877 -0.18937 -1.17006
C -0.75879 0.02632 -0.48096
C -0.94719 -0.85722 0.68641
C -0.08887 0.35547 0.95850
H 1.68967 0.96796 -1.22849
H 0.82549 -1.22302 -1.43247
H -1.52850 0.70787 -0.83224
H -0.47450 -1.83737 0.67251
H -1.90708 -0.82465 1.19787
H -0.37843 1.13997 1.64887



Most stable structure, least stable structure: version one, version two.



Version one
12
Properties=species:S:1:pos:R:3 method="wB97M-V/def2-TZVPD" orbital_gap_ha=0.3568 multiplicity=1 e_homo_ev=-9.991
C -1.00475 1.09395 0.05899
C -0.19477 -0.15889 0.14081
O -0.62194 -0.94056 1.17281
C 0.43688 -0.87696 -0.99506
C 1.47161 -0.14434 -0.26776
C 1.85928 0.66405 0.63095
H -2.05778 0.80549 -0.04074
H -0.67132 1.67793 -0.79190
H -0.87259 1.66532 0.98131
H 0.18956 -0.49449 -1.97833
H 0.44256 -1.96764 -0.91666
H 0.63788 -1.33130 1.62668



Version two
12
Properties=species:S:1:pos:R:3 method="wB97M-V/def2-TZVPD" smiles=C#CC[C@H]1CO1 orbital_gap_ha=0.4110 multiplicity=1 e_homo_ev=-10.144
C 2.87124 -0.06587 0.17384
C 1.70786 -0.35195 0.06441
C 0.30782 -0.76499 0.01619
C -0.70305 0.30619 0.37320
C -1.78672 0.70907 -0.52406
O -2.01540 -0.20506 0.53710
H 3.90512 0.16116 0.29989
H 0.21344 -1.54146 0.78388
H 0.05411 -1.22527 -0.94692
H -0.39075 0.99678 1.15748
H -1.84545 0.27666 -1.52265
H -2.25688 1.68481 -0.40245



Most stable structure, least stable structure: version two, version one.



Version one
12
Properties=species:S:1:pos:R:3 method="wB97M-V/def2-TZVPD" orbital_gap_ha=0.3565 multiplicity=1 e_homo_ev=-8.553
C -0.75993 0.77085 0.85765
C 0.65494 -0.09599 0.64357
C -0.16879 -1.08709 -0.26648
O 0.76935 -1.20324 -1.33314
C 1.05947 0.11775 -0.81380
C -0.65381 0.30279 -0.56824
H -0.99135 1.84545 1.04271
H -1.31177 0.15746 1.60158
H 1.25302 -0.15865 1.53230
H -0.73213 -1.96650 0.04602
H 1.94531 0.61009 -1.28073
H -1.06432 0.70708 -1.46147



Version two
12
Properties=species:S:1:pos:R:3 method="wB97M-V/def2-TZVPD" smiles="C#CCCC=O" orbital_gap_ha=0.3972 multiplicity=1 e_homo_ev=-9.884
C -2.80649 0.29243 -0.04568
C -1.68990 -0.05990 -0.32703
C -0.29383 -0.41117 -0.59919
C 0.60961 0.07536 0.53712
C 2.06869 0.12119 0.16714
O 2.51074 -0.20028 -0.91001
H -3.79696 0.60793 0.19762
H 0.03229 0.03988 -1.54282
H -0.18845 -1.49417 -0.72991
H 0.31569 1.08499 0.85428
H 0.49698 -0.55334 1.43074
H 2.74164 0.49708 0.96774



Version three
12
Properties=species:S:1:pos:R:3 method="wB97M-V/def2-TZVPD" orbital_gap_ha="0.2874 / 0.2660" multiplicity=1 e_homo_ev="-8.214 / -8.370"
C -1.60943 -0.09074 -0.06096
C -0.12150 0.05221 0.09643
C 0.54056 1.32473 -0.01926
O 1.73226 1.49538 -0.27198
C 1.89159 -1.06886 -0.31961
C 0.68562 -1.08264 0.29852
H -2.11104 0.88142 -0.00728
H -2.02948 -0.74708 0.71103
H -1.86228 -0.52925 -1.03639
H -0.10130 2.20015 0.20564
H 2.72514 -0.37010 -0.23440
H 0.23064 -2.02052 0.64255



Most stable structure, least stable structure: version two, version one.



Version one
9
Properties=species:S:1:pos:R:3 method="wB97M-V/def2-TZVPD" orbital_gap_ha=0.3658 multiplicity=1 e_homo_ev=-15.026 total_charge=+1
C -1.22629 0.04650 1.34870
C -0.69076 1.00917 1.83837
C 1.18210 -1.06144 -1.98542
N 0.85509 -0.25874 -1.21060
O 0.82594 0.78721 -0.49680
Cl 1.25004 -2.28729 -2.95997
H -1.65409 -0.88361 1.33725
H -0.44643 1.85498 2.37021
H -0.09561 0.79322 -0.24174



Version two
9
Properties=species:S:1:pos:R:3 method="wB97M-V/def2-TZVPD" smiles="C=CC(Cl)=[N+]=O" orbital_gap_ha=0.2878 multiplicity=1 e_homo_ev=-15.727 total_charge=+1
C -0.39402 -0.37760 -0.22609
C 0.81250 -0.53025 0.28426
C 2.04445 0.29359 0.11196
Cl 3.51999 -0.56229 -0.07998
N 1.97852 1.50978 -0.11000
O 2.05786 2.61242 0.13914
H -1.07082 -1.25080 -0.08960
H -0.70269 0.38010 -0.80319
H 0.95121 -1.33006 0.94110



Most stable structure, least stable structure: version two, version one.



Version one
24
Properties=species:S:1:pos:R:3 method="wB97M-V/def2-TZVPD" smiles="C=C(C)N[C@H](C)N.C=N" orbital_gap_ha=0.3399 multiplicity=1 e_homo_ev=-8.291
C -1.24593 1.60983 -0.62883
C -0.84875 0.37030 -0.33837
C -1.78393 -0.79975 -0.29359
N 0.50663 0.08564 -0.01972
C 1.18860 -0.97777 -0.78352
C 2.58748 -1.18121 -0.21691
N 1.27881 -0.74381 -2.20933
H -0.55671 2.43999 -0.65239
H -2.29179 1.85653 -0.69797
H -1.66809 -1.32603 0.65232
H -2.80869 -0.45309 -0.34829
H -1.58538 -1.51239 -1.09759
H 1.05584 0.94042 -0.06141
H 0.60433 -1.89027 -0.63813
H 2.53266 -1.37685 0.85367
H 3.20096 -0.29788 -0.39902
H 3.06331 -2.02573 -0.71240
H 1.83745 0.07793 -2.41315
H 0.36407 -0.61363 -2.62472
C -1.41345 1.37314 2.69580
N -0.77039 0.33339 2.45090
H -2.45932 1.42672 2.39346
H -1.03994 2.30957 3.14096
H 0.25223 0.37494 1.94824



Version two
24
Properties=species:S:1:pos:R:3 method="wB97M-V/def2-TZVPD" orbital_gap_ha=0.2886 multiplicity=1 e_homo_ev=-7.628
C 0.96887 1.53758 -0.34317
C 0.41237 0.43241 0.16183
C -0.16043 0.39287 1.55059
N 1.19214 -1.00790 -0.29406
C 2.52257 -1.02763 0.29702
N 0.51016 -2.13925 0.03104
H 1.41533 1.53032 -1.32792
H 0.94546 2.48571 0.17771
H 0.62697 0.47255 2.30213
H -0.85883 1.21597 1.71031
H -0.70465 -0.53964 1.71695
H 3.04854 -0.11606 0.02481
H 3.05696 -1.88970 -0.10476
H 2.49116 -1.10967 1.39412
H -0.49251 -2.05559 -0.32317
H 0.50941 -2.34558 1.03814
H -2.55111 -0.96747 0.01097
N -1.82947 -1.10258 -0.69796
C -1.34427 0.03118 -1.13654
C -2.11331 1.32601 -1.05266
H -0.70138 -0.06465 -2.00826
H -2.91838 1.30841 -1.79098
H -2.56006 1.45908 -0.06631
H -1.46555 2.17364 -1.26983



Version three
24
Properties=species:S:1:pos:R:3 method="wB97M-V/def2-TZVPD" smiles="[H]/N=C/N=C.CC(C)(C)N" orbital_gap_ha=0.3352 multiplicity=1 e_homo_ev=-8.596
H 0.43544 3.31800 0.96551
N -0.02990 2.42530 0.82965
C -1.23156 2.40028 1.22528
N -2.08049 1.38389 0.97606
C -2.38854 0.33748 1.58172
H -1.77491 3.25637 1.66329
H -3.14325 -0.30041 1.14295
H -1.95830 0.02205 2.53259
C 1.47385 -1.93306 -1.40807
C 0.87498 -0.74242 -0.65486
C -0.36235 -0.22543 -1.41080
C 0.49323 -1.16653 0.76515
N 1.90161 0.28544 -0.52251
H 0.74339 -2.72809 -1.51320
H 1.79984 -1.63078 -2.39853
H 2.33488 -2.31618 -0.86863
H -0.10917 -0.01744 -2.44938
H -0.72311 0.69211 -0.95415
H -1.16328 -0.96181 -1.39732
H -0.29887 -1.91528 0.74694
H 1.36225 -1.58294 1.27134
H 0.16130 -0.29699 1.32292
H 2.17100 0.62643 -1.44035
H 1.51192 1.07004 -0.00552



Most stable structure, least stable structure: version three, version two.



Version one
24
Properties=species:S:1:pos:R:3 method="wB97M-V/def2-TZVPD" orbital_gap_ha=0.3155 multiplicity=1 e_homo_ev=-7.550
C 0.11766 -1.61841 0.53203
C 0.32280 -2.56385 -0.61613
C 1.20668 -0.82587 1.01883
C 0.16996 2.82040 0.59681
C 0.74091 1.24697 -1.33231
N -1.27336 -0.38650 -0.22268
C 0.03223 1.44659 -0.00772
N -2.49092 -0.93952 0.21818
N -1.10539 0.81679 0.28643
H -0.58320 -1.97376 1.28148
H -3.11914 -0.98660 -0.57519
H -2.89948 -0.37787 0.96399
H 1.00336 -2.14649 -1.35934
H -0.62513 -2.78721 -1.10522
H 0.75045 -3.50511 -0.25630
H 1.39300 -0.90020 2.08821
H 2.11689 -0.83525 0.42238
H 0.87305 0.35676 0.85979
H -0.16707 3.58988 -0.10659
H -0.42599 2.90212 1.50438
H 1.80019 1.48986 -1.24055
H 0.30631 1.91303 -2.08311
H 0.64225 0.22886 -1.69698
H 1.21395 3.03535 0.82960



Version two
24
Properties=species:S:1:pos:R:3 method="wB97M-V/def2-TZVPD" orbital_gap_ha="0.2583 / 0.2582" multiplicity=1 e_homo_ev="-6.220 / -6.219"
C 0.99328 -0.38038 0.30594
C -1.57303 -0.58801 -0.25534
C 0.93991 1.25233 -0.72645
C -1.48991 1.80283 -0.19879
C 0.73727 -0.14678 1.77072
C 1.16755 -1.81836 -0.11057
N 2.02398 0.45733 -0.27166
N -1.84431 0.59042 0.31369
N -1.59555 -0.71872 -1.64127
H 2.64827 0.89961 0.39782
H -1.92821 0.54859 1.31834
H -1.82299 -1.46949 0.31610
H -1.24837 -1.61884 -1.94279
H -1.07637 0.01413 -2.10929
H 0.71298 1.12535 -1.77948
H 0.92151 2.28750 -0.40478
H -1.64919 1.96116 -1.25450
H -1.66441 2.64813 0.44910
H 0.43984 0.88667 1.96443
H -0.03872 -0.80959 2.16293
H 1.64656 -0.34397 2.36004
H 0.41336 -2.47814 0.32415
H 2.15500 -2.18246 0.20938
H 1.13156 -1.91933 -1.19771



Most stable structure, least stable structure: version one, version two.